Record 1
Density functional theory data (ωB97M-V/def2-TZVPD) for a structure of composition C29H27N3O5PdS2Te.

Cartesian coordinates (Å):
Pd1 0.31 -1.04 0.22
N1 3.16 -2.86 -1.08
C1 3.58 -2.11 0.01
C2 4.94 -2.06 0.34
C3 5.32 -1.37 1.46
C4 4.35 -0.77 2.26
C5 3.04 -0.83 1.84
N2 2.67 -1.45 0.72
C6 1.84 -3.40 -1.16
C7 1.57 -4.65 -0.64
C8 0.28 -5.15 -0.76
C9 -0.68 -4.38 -1.40
C10 -0.31 -3.14 -1.88
N3 0.93 -2.64 -1.76
H1 3.87 -3.44 -1.49
H2 5.67 -2.58 -0.27
H3 6.37 -1.31 1.74
H4 4.62 -0.26 3.18
H5 2.24 -0.40 2.42
H6 2.33 -5.20 -0.11
H7 0.02 -6.11 -0.33
H8 -1.70 -4.72 -1.50
H9 -1.02 -2.51 -2.41
C11 -2.82 -0.12 -1.25
S1 -1.96 0.16 0.35
O1 -1.52 1.58 0.30
C12 -3.52 0.25 1.30
C13 -4.11 1.50 1.29
C14 -5.35 1.67 1.89
C15 -5.98 0.59 2.50
C16 -5.36 -0.65 2.52
C17 -4.12 -0.83 1.92
H10 -3.24 0.82 -1.57
H11 -3.57 -0.89 -1.09
H12 -2.07 -0.47 -1.96
H13 -3.60 2.33 0.82
H14 -5.83 2.64 1.88
H15 -6.95 0.72 2.95
H16 -5.84 -1.49 3.01
H17 -3.63 -1.79 1.94
O2 -1.61 -2.99 3.00
S2 -1.00 -2.28 1.90
O3 -0.75 -0.82 2.25
O4 -1.86 -2.28 0.67
O5 0.32 -2.84 1.52
Te1 1.00 0.50 -1.71
C18 -0.19 2.19 -2.28
C19 -1.10 2.00 -3.30
C20 -1.98 3.01 -3.66
C21 -1.92 4.23 -3.01
C22 -0.98 4.44 -2.01
C23 -0.12 3.42 -1.64
C24 2.17 1.71 -0.41
C25 1.71 2.00 0.87
C26 2.43 2.87 1.68
C27 3.61 3.44 1.22
C28 4.07 3.14 -0.05
C29 3.35 2.28 -0.87
H18 -1.13 1.04 -3.82
H19 -2.69 2.84 -4.46
H20 -2.61 5.02 -3.28
H21 -0.92 5.40 -1.51
H22 0.59 3.59 -0.84
H23 0.77 1.59 1.23
H24 2.06 3.10 2.67
H25 4.16 4.11 1.86
H26 5.00 3.58 -0.41
H27 3.70 2.05 -1.87

## Properties
* spin multiplicity: 3
* energy relative to the best compared isomer or geometry (same formula, charge and spin): 62.8 kcal per mole
* HOMO energy (spin up / spin down): -7.80 / -8.17 eV
* ⟨S²⟩: 2.01
* LUMO energy (spin up / spin down): 0.2 / -1.7 eV

Mulliken atomic charge list, values in e, 6 entries: number 1, Pd, carries 1.05; number 2, N, carries -0.06; number 3, C, carries 0.35; number 4, C, carries -1.04; number 5, C, carries -0.40; number 6, C, carries -1.01

Record 2
Density functional theory data (ωB97M-V/def2-TZVPD) for a structure of composition C29H27N5NbO3.

Cartesian coordinates (Å):
Nb1 6.58 10.15 12.40
O1 6.37 9.85 10.56
C1 6.07 8.79 9.70
C2 6.04 8.97 8.34
C3 6.07 7.90 7.50
C4 5.88 6.64 7.94
C5 5.79 6.42 9.31
C6 5.88 7.51 10.30
C7 5.85 7.14 11.68
N1 6.12 8.04 12.67
C8 5.76 7.50 14.11
C9 6.01 8.62 15.10
N2 6.08 9.98 14.43
C10 6.19 11.03 15.26
C11 6.03 12.39 14.98
C12 5.96 13.37 16.06
C13 5.74 14.66 15.72
C14 5.60 15.09 14.36
C15 5.70 14.19 13.32
C16 5.94 12.84 13.64
O2 6.15 11.93 12.60
H1 5.99 10.03 8.02
H2 6.20 8.05 6.44
H3 5.71 5.91 7.18
H4 5.45 5.45 9.70
H5 5.53 6.18 12.01
H6 6.39 6.61 14.29
H7 4.72 7.16 14.12
H8 6.96 8.42 15.61
H9 5.15 8.75 15.77
H10 6.42 10.86 16.31
H11 6.02 13.08 17.11
H12 5.75 15.40 16.48
H13 5.43 16.18 14.10
H14 5.62 14.51 12.25
C17 10.57 8.92 5.68
C18 10.16 9.92 6.76
C19 11.20 10.39 7.57
C20 11.10 11.52 8.35
C21 9.87 12.16 8.44
N3 9.63 13.21 9.33
C22 10.09 13.40 10.62
O3 10.00 14.50 11.20
N4 10.85 12.36 11.22
C23 10.23 11.10 11.36
C24 10.83 9.93 11.02
C25 10.39 8.69 11.52
C26 9.22 8.63 12.27
N5 8.63 9.78 12.69
C27 9.03 11.08 12.17
C28 8.72 11.64 7.71
C29 8.91 10.50 6.94
H15 11.68 8.87 5.60
H16 10.16 9.26 4.72
H17 10.26 7.86 5.95
H18 12.16 9.88 7.54
H19 11.92 12.05 8.78
H20 9.05 13.98 8.96
H21 11.01 12.76 12.16
H22 11.77 9.97 10.50
H23 11.04 7.83 11.44
H24 8.79 7.79 12.72
H25 8.68 11.93 12.74
H26 7.78 12.15 7.83
H27 7.98 10.01 6.57

## Properties
* spin multiplicity: 1
* HOMO energy: -15.34 eV
* LUMO energy: -11.6 eV
* total charge: +3

Mulliken atomic charge list, values in e, 6 entries: number 1, Nb, carries 1.36; number 2, O, carries -0.59; number 3, C, carries 0.92; number 4, C, carries -0.67; number 5, C, carries -0.31; number 6, C, carries -0.95

Record 3
Density functional theory data (ωB97M-V/def2-TZVPD) for a structure of composition C29H27N5O5SbW.

Cartesian coordinates (Å):
W1 -0.22 0.38 0.44
O1 -4.13 1.89 0.39
C1 -3.09 1.28 0.34
N1 -1.81 1.78 0.32
C2 -1.48 3.10 0.50
O2 -2.22 4.05 0.57
C3 0.03 3.31 0.63
C4 0.52 4.57 0.92
C5 1.89 4.74 1.07
C6 2.73 3.65 0.93
C7 2.18 2.41 0.66
N2 0.85 2.25 0.52
C8 -3.11 -0.25 0.26
C9 -4.32 -0.91 0.16
C10 -4.31 -2.29 0.06
C11 -3.10 -2.97 0.07
C12 -1.93 -2.25 0.17
N3 -1.94 -0.91 0.26
H1 -0.19 5.38 1.02
H2 2.29 5.72 1.30
H3 3.80 3.73 1.04
H4 2.79 1.52 0.55
H5 -5.23 -0.32 0.16
H6 -5.24 -2.84 -0.02
H7 -3.05 -4.05 0.00
H8 -0.96 -2.73 0.20
O3 1.94 -1.21 -3.27
C13 2.23 -2.46 -2.79
C14 2.68 -3.44 -3.67
C15 2.98 -4.71 -3.21
C16 2.83 -5.02 -1.86
C17 2.37 -4.05 -1.00
C18 2.06 -2.75 -1.44
C19 1.54 -1.79 -0.43
O4 0.99 -0.67 -0.84
N4 1.60 -2.09 0.82
N5 0.99 -1.06 1.56
C20 1.24 -1.16 2.83
C21 0.75 -0.31 3.86
C22 1.21 -0.47 5.18
C23 0.72 0.32 6.19
C24 -0.26 1.28 5.89
C25 -0.73 1.45 4.61
C26 -0.23 0.65 3.57
O5 -0.70 0.81 2.35
H9 2.17 -1.19 -4.21
H10 2.80 -3.20 -4.72
H11 3.33 -5.46 -3.90
H12 3.06 -6.01 -1.49
H13 2.24 -4.27 0.05
H14 1.89 -1.99 3.11
H15 1.96 -1.22 5.39
H16 1.08 0.21 7.20
H17 -0.66 1.90 6.68
H18 -1.50 2.18 4.38
C27 -2.22 2.38 -2.87
Sb1 -0.67 1.02 -2.38
C28 0.90 1.84 -3.52
C29 -1.26 -0.68 -3.48
H19 -2.35 2.38 -3.95
H20 -1.97 3.38 -2.53
H21 -3.16 2.08 -2.39
H22 0.69 1.67 -4.58
H23 1.85 1.38 -3.25
H24 0.95 2.92 -3.34
H25 -1.04 -0.52 -4.54
H26 -2.33 -0.82 -3.36
H27 -0.73 -1.56 -3.14

## Properties
* spin multiplicity: 3
* energy relative to the best compared isomer or geometry (same formula, charge and spin): 4.3 kcal per mole
* HOMO energy (spin up / spin down): -10.19 / -10.83 eV
* ⟨S²⟩: 2.02
* LUMO energy (spin up / spin down): -3.1 / -3.7 eV
* total charge: +1

Mulliken atomic charge list, values in e, 6 entries: number 1, W, carries 0.10; number 2, O, carries -0.63; number 3, C, carries -0.11; number 4, N, carries 0.91; number 5, C, carries 0.05; number 6, O, carries -0.61

Record 4
Density functional theory data (ωB97M-V/def2-TZVPD) for a structure of composition C29H28Cl3FN4O12P2SiY.

Cartesian coordinates (Å):
Y1 -0.99 0.29 -0.64
O1 -5.50 -2.26 -3.44
C1 -6.02 -1.07 -3.10
C2 -7.34 -0.81 -3.48
C3 -7.93 0.40 -3.15
C4 -7.22 1.37 -2.44
C5 -5.92 1.10 -2.05
C6 -5.30 -0.11 -2.36
C7 -3.90 -0.33 -1.93
O2 -3.37 0.49 -1.10
N1 -3.28 -1.35 -2.48
N2 -1.99 -1.46 -2.04
C8 -1.28 -2.35 -2.60
C9 0.08 -2.63 -2.09
C10 0.94 -3.48 -2.76
C11 2.17 -3.75 -2.20
C12 2.49 -3.19 -0.98
C13 1.57 -2.34 -0.38
N3 0.40 -2.05 -0.93
H1 -4.56 -2.26 -3.12
H2 -7.87 -1.57 -4.04
H3 -8.95 0.59 -3.46
H4 -7.68 2.32 -2.20
H5 -5.34 1.86 -1.54
H6 -1.68 -2.93 -3.42
H7 0.64 -3.91 -3.71
H8 2.88 -4.40 -2.71
H9 3.44 -3.39 -0.49
H10 1.77 -1.89 0.59
C14 6.71 2.04 -0.72
C15 6.38 0.90 0.25
C16 6.99 1.17 1.61
C17 6.50 0.19 2.66
C18 5.00 0.29 2.77
C19 4.32 0.11 3.95
C20 2.93 0.17 3.98
F1 2.32 -0.03 5.16
C21 2.20 0.41 2.86
C22 2.87 0.61 1.65
C23 2.09 0.83 0.43
O3 0.88 1.10 0.50
C24 2.81 0.68 -0.80
C25 4.16 0.69 -0.76
N4 4.91 0.73 0.37
C26 4.27 0.56 1.60
C27 2.16 0.46 -2.15
O4 2.91 0.41 -3.13
O5 0.90 0.32 -2.13
H11 7.79 2.20 -0.72
H12 6.22 2.96 -0.39
H13 6.41 1.83 -1.74
H14 6.79 -0.03 -0.14
H15 6.73 2.19 1.92
H16 8.08 1.14 1.50
H17 6.96 0.37 3.62
H18 6.77 -0.83 2.35
H19 4.87 -0.10 4.87
H20 1.11 0.43 2.87
H21 4.69 0.64 -1.70
C28 -1.84 0.37 4.14
C29 -2.83 0.08 3.01
O6 -4.11 -0.16 3.60
P1 -2.98 1.54 1.91
O7 -3.23 2.75 2.91
O8 -4.35 1.37 1.15
O9 -1.83 1.80 0.99
P2 -2.25 -1.39 2.04
O10 -3.46 -1.52 0.97
O11 -2.21 -2.63 2.84
O12 -1.05 -0.88 1.27
H22 -2.24 1.12 4.81
H23 -0.89 0.74 3.73
H24 -1.64 -0.55 4.70
H25 -4.76 -0.20 2.88
H26 -3.18 3.59 2.44
H27 -4.16 1.03 0.22
H28 -3.95 -2.33 1.17
Cl1 -2.36 1.70 -4.06
Si1 -1.47 2.49 -2.27
Cl2 -3.03 3.82 -1.59
Cl3 -0.14 3.92 -3.14

## Properties
* spin multiplicity: 1
* energy relative to the best compared isomer or geometry (same formula, charge and spin): 12.7 kcal per mole
* HOMO energy: -5.22 eV
* LUMO energy: 1.8 eV
* total charge: -1

Mulliken atomic charge list, values in e, 6 entries: number 1, Y, carries 0.64; number 2, O, carries -0.69; number 3, C, carries 0.51; number 4, C, carries -0.71; number 5, C, carries -0.25; number 6, C, carries -1.12

Record 5
Density functional theory data (ωB97M-V/def2-TZVPD) for a structure of composition C29H28ClN3S2Tm.

Cartesian coordinates (Å):
Tm1 -2.38 0.55 0.69
S1 -2.46 0.14 3.35
C1 -3.06 -1.51 3.66
C2 -3.23 -1.88 5.04
C3 -3.52 -3.21 5.30
C4 -3.79 -4.11 4.27
C5 -3.73 -3.70 2.97
C6 -3.37 -2.40 2.61
S2 -3.30 -2.04 0.89
H1 -3.07 -1.13 5.79
H2 -3.58 -3.56 6.33
H3 -4.12 -5.14 4.47
H4 -4.08 -4.34 2.18
C7 4.34 -1.91 -0.93
C8 4.14 -0.60 -1.69
C9 5.06 -0.13 -2.57
C10 4.80 0.96 -3.40
C11 3.64 1.73 -3.18
C12 2.73 1.33 -2.19
C13 2.93 0.10 -1.54
N1 1.97 -0.39 -0.67
C14 0.60 -0.12 -0.72
N2 0.03 -0.22 -1.94
C15 -1.28 0.07 -2.48
C16 -2.41 0.24 -1.68
C17 -3.60 0.47 -2.38
C18 -3.68 0.64 -3.75
C19 -2.50 0.56 -4.51
C20 -1.34 0.21 -3.90
C21 -0.08 0.07 -4.73
N3 -0.05 0.06 0.39
C22 0.68 0.29 1.58
C23 0.57 -0.61 2.61
C24 1.07 -0.25 3.87
C25 1.59 1.02 4.10
C26 1.62 1.94 3.04
C27 1.18 1.57 1.75
C28 1.41 2.58 0.67
H5 5.08 -2.50 -1.45
H6 3.44 -2.51 -0.99
H7 4.67 -1.77 0.12
H8 6.03 -0.67 -2.67
H9 5.54 1.19 -4.18
H10 3.46 2.62 -3.77
H11 1.86 1.90 -2.01
H12 2.26 -0.56 0.25
H13 0.69 -0.56 -2.60
H14 -4.49 0.56 -1.77
H15 -4.66 0.89 -4.20
H16 -2.55 0.74 -5.57
H17 -0.20 0.49 -5.75
H18 0.22 -0.97 -4.80
H19 0.75 0.64 -4.32
H20 -0.01 -1.52 2.48
H21 1.01 -0.90 4.75
H22 1.85 1.28 5.09
H23 1.95 2.98 3.16
H24 1.48 3.59 1.11
H25 0.55 2.61 -0.03
H26 2.29 2.35 0.03
Cl1 -4.19 2.65 0.63
C29 -2.39 2.99 0.98
H27 -2.34 3.45 1.96
H28 -2.04 3.73 0.26

## Properties
* spin multiplicity: 3
* energy relative to the best compared isomer or geometry (same formula, charge and spin): 0.0 kcal per mole
* HOMO energy (spin up / spin down): -3.60 / -3.60 eV
* ⟨S²⟩: 2.00
* LUMO energy (spin up / spin down): 2.3 / 2.3 eV
* total charge: -1

Mulliken atomic charge list, values in e, 6 entries: number 1, Tm, carries 0.22; number 2, S, carries -0.32; number 3, C, carries 0.60; number 4, C, carries -0.93; number 5, C, carries -0.29; number 6, C, carries -0.52

Record 6
Density functional theory data (ωB97M-V/def2-TZVPD) for a structure of composition C29H28CoN6O3SSi.

Cartesian coordinates (Å):
Co1 -0.10 -0.67 -0.06
O1 -2.50 -5.16 0.02
C1 -3.35 -4.43 -0.61
C2 -4.26 -5.07 -1.58
C3 -5.07 -4.35 -2.35
C4 -5.16 -2.95 -2.28
C5 -4.29 -2.29 -1.37
C6 -3.42 -3.00 -0.55
C7 -2.49 -2.37 0.44
O2 -0.38 -3.58 0.86
N1 -2.79 -0.93 0.87
N2 -1.72 0.16 0.82
C8 -1.67 0.69 -0.60
C9 -1.07 1.98 -0.85
C10 -1.58 2.84 -1.76
C11 -0.89 3.85 -2.38
C12 0.41 4.12 -2.02
C13 1.01 3.28 -1.06
C14 0.29 2.30 -0.48
O3 0.94 1.37 0.37
H1 -1.05 -4.32 0.89
H2 -4.25 -6.15 -1.70
H3 -5.69 -4.85 -3.08
H4 -5.80 -2.36 -2.95
H5 -4.31 -1.22 -1.29
H6 -2.58 0.49 -1.17
H7 -2.64 2.66 -2.02
H8 -1.31 4.47 -3.14
H9 0.96 5.02 -2.35
H10 2.04 3.42 -0.88
N3 -3.29 -1.10 3.36
C15 -2.92 -1.57 2.12
S1 -1.99 1.43 1.94
N4 -2.72 -2.80 1.80
N5 -1.01 -2.52 0.06
C16 -0.77 -2.84 -1.30
C17 0.50 -2.43 -1.79
C18 1.01 -2.94 -3.02
C19 2.18 -2.51 -3.55
C20 3.03 -1.73 -2.69
C21 2.61 -1.28 -1.49
N6 1.36 -1.62 -1.05
H11 -3.12 -0.12 3.53
H12 -3.14 -1.74 4.12
H13 -1.23 -3.67 -1.79
H14 0.33 -3.60 -3.55
H15 2.56 -2.81 -4.48
H16 4.03 -1.42 -3.10
H17 3.12 -0.62 -0.79
C22 1.43 0.71 3.23
Si1 1.46 1.97 1.82
C23 0.61 3.52 2.42
C24 3.30 2.44 1.62
C25 3.95 2.84 2.80
C26 5.21 3.40 2.87
C27 5.93 3.47 1.68
C28 5.34 3.05 0.52
C29 4.04 2.46 0.47
H18 2.20 -0.08 3.23
H19 0.39 0.26 3.29
H20 1.62 1.26 4.19
H21 1.29 4.35 2.35
H22 0.32 3.35 3.42
H23 -0.36 3.70 1.85
H24 3.33 3.00 3.70
H25 5.66 3.80 3.78
H26 6.92 3.96 1.62
H27 5.88 3.21 -0.42
H28 3.63 2.25 -0.52

## Properties
* spin multiplicity: 4
* energy relative to the best compared isomer or geometry (same formula, charge and spin): 120.1 kcal per mole
* HOMO energy (spin up / spin down): -0.86 / -0.93 eV
* ⟨S²⟩: 3.77
* LUMO energy (spin up / spin down): 4.0 / 4.0 eV
* total charge: -2

Mulliken atomic charge list, values in e, 6 entries: number 1, Co, carries 0.18; number 2, O, carries -0.90; number 3, C, carries 0.57; number 4, C, carries -0.91; number 5, C, carries -0.15; number 6, C, carries -1.07

Record 7
Density functional theory data (ωB97M-V/def2-TZVPD) for a cluster of 2 separate species, C29H28IO4 in total.

Cartesian coordinates (Å):
C1 -4.15 -4.76 -4.76
C2 -3.28 -4.01 -3.80
C3 -1.91 -3.90 -4.07
C4 -1.06 -3.24 -3.20
C5 -1.55 -2.66 -2.01
C6 -0.63 -2.02 -1.11
C7 -0.99 -0.99 -0.24
C8 -0.13 -0.33 0.65
C9 -0.63 0.06 1.95
C10 0.16 -0.07 3.13
C11 -0.42 0.03 4.38
C12 -1.79 0.29 4.52
C13 -2.44 0.29 5.86
C14 -2.55 0.54 3.37
C15 -1.98 0.45 2.11
C16 -2.94 -2.79 -1.73
C17 -3.78 -3.48 -2.60
H1 -5.16 -4.92 -4.36
H2 -4.22 -4.26 -5.74
H3 -3.72 -5.75 -4.95
H4 -1.52 -4.35 -4.98
H5 0.00 -3.16 -3.42
H6 0.38 -2.42 -1.08
H7 -2.05 -0.72 -0.24
H8 0.96 -0.45 0.59
H9 1.22 -0.34 3.02
H10 0.17 -0.15 5.28
H11 -3.50 0.54 5.75
H12 -2.34 -0.70 6.32
H13 -2.01 1.03 6.54
H14 -3.62 0.75 3.48
H15 -2.58 0.65 1.22
H16 -3.34 -2.37 -0.81
H17 -4.83 -3.62 -2.35
C18 0.99 3.65 1.77
C19 0.40 4.02 0.42
C20 0.02 5.51 0.33
O1 1.41 3.94 -0.63
C21 1.86 2.69 -0.92
O2 3.00 2.60 -1.36
C22 0.90 1.56 -0.74
I1 1.50 0.08 -2.18
C23 3.53 -0.13 -1.34
C24 4.58 0.00 -2.23
C25 5.91 -0.06 -1.77
C26 6.16 -0.26 -0.41
C27 5.10 -0.41 0.48
C28 3.76 -0.35 0.02
C29 -0.49 2.06 -0.69
O3 -1.47 1.54 -1.19
O4 -0.71 3.20 0.08
H18 1.25 2.58 1.82
H19 1.90 4.26 1.93
H20 0.26 3.89 2.56
H21 -0.35 5.72 -0.68
H22 -0.74 5.79 1.07
H23 0.93 6.10 0.50
H24 4.37 0.15 -3.28
H25 6.73 0.06 -2.47
H26 7.19 -0.30 -0.05
H27 5.29 -0.59 1.54
H28 2.94 -0.47 0.72

## Properties
* spin multiplicity: 1
* HOMO energy: -11.31 eV
* LUMO energy: -5.0 eV
* total charge: +1

Mulliken atomic charge list, values in e, 6 entries: number 1, C, carries -1.41; number 2, C, carries 1.02; number 3, C, carries -0.66; number 4, C, carries -0.65; number 5, C, carries 0.53; number 6, C, carries -0.61

no.,largest force on an atom (eV/Å)
1,2.5
2,4.3
3,0.4
4,1.5
5,2.6
6,3.3
7,2.2